[1]
Computed, not measured: C28H49LuN2OP3S as an isolated structure, with wB97M-V/def2-TZVPD.

Cartesian coordinates (Å):
1 Lu 0.383 0.728 0.140
2 P 1.214 -1.267 -1.759
3 P 2.371 0.496 2.060
4 P 2.642 1.750 -1.287
5 H -4.973 1.260 -1.242
6 C -4.340 1.764 -1.983
7 C -3.599 1.078 -2.864
8 H -3.527 -0.017 -2.835
9 C -0.105 -2.539 -1.828
10 C 2.644 -2.324 -1.289
11 C 1.498 -1.052 -3.560
12 C 2.413 1.682 3.461
13 C 1.881 -1.036 2.941
14 C 4.160 0.196 1.809
15 C 2.081 2.448 -2.883
16 C 4.224 0.969 -1.765
17 C 3.232 3.259 -0.422
18 H -4.383 2.860 -2.009
19 H -3.019 1.579 -3.647
20 H -1.078 -2.060 -2.001
21 H -0.161 -3.096 -0.883
22 H 0.100 -3.237 -2.651
23 H 2.581 -2.563 -0.218
24 H 3.593 -1.804 -1.469
25 H 2.626 -3.262 -1.863
26 H 0.742 -0.364 -3.963
27 H 1.389 -2.024 -4.060
28 H 2.491 -0.643 -3.778
29 H 3.256 1.458 4.130
30 H 1.474 1.617 4.026
31 H 2.519 2.704 3.073
32 H 2.686 -1.375 3.607
33 H 1.654 -1.840 2.228
34 H 0.978 -0.847 3.535
35 H 4.617 -0.068 2.773
36 H 4.653 1.092 1.410
37 H 4.310 -0.632 1.105
38 H 2.704 3.321 -3.114
39 H 1.033 2.767 -2.810
40 H 2.167 1.705 -3.684
41 H 4.913 1.751 -2.114
42 H 4.083 0.237 -2.569
43 H 4.677 0.461 -0.905
44 H 3.195 4.108 -1.117
45 H 4.263 3.119 -0.070
46 H 2.590 3.484 0.437
47 C -0.908 4.300 -0.897
48 C -0.242 5.241 -0.087
49 C -0.458 6.603 -0.279
50 C -1.320 7.047 -1.288
51 C -1.938 6.118 -2.134
52 C -1.725 4.756 -1.954
53 S -0.791 2.605 -0.658
54 H 0.418 2.286 0.957
55 H 0.418 4.879 0.700
56 H 0.051 7.328 0.358
57 H -1.514 8.112 -1.412
58 H -2.592 6.458 -2.936
59 H -2.193 4.016 -2.599
60 C -3.743 -4.410 1.534
61 N -3.427 -3.051 1.136
62 N -2.230 -2.491 1.440
63 C -2.141 -1.286 0.825
64 O -1.036 -0.604 0.829
65 C -3.378 -1.075 0.174
66 C -4.126 -2.223 0.355
67 C -5.449 -2.610 -0.175
68 C -1.221 -3.234 2.136
69 C -0.573 -4.288 1.492
70 C 0.362 -5.038 2.208
71 C 0.596 -4.753 3.557
72 C -0.078 -3.705 4.192
73 C -0.986 -2.930 3.474
74 H -4.828 -4.531 1.450
75 H -3.446 -4.592 2.571
76 H -3.256 -5.150 0.883
77 H -3.623 -0.204 -0.421
78 H -5.387 -3.465 -0.867
79 H -6.156 -2.877 0.624
80 H -5.878 -1.770 -0.733
81 H -0.818 -4.514 0.453
82 H 0.888 -5.852 1.706
83 H 1.311 -5.357 4.122
84 H 0.100 -3.485 5.247
85 H -1.532 -2.095 3.921

Force components x, y, z for each atom (eV/Å):
1.6 -6.0 -1.4
-0.1 -1.2 -0.6
0.5 0.0 1.8
0.4 0.5 -0.3
0.3 0.3 -0.3
0.3 -0.1 -0.4
0.1 0.2 0.5
-0.2 0.4 -0.1
-0.3 0.0 0.1
0.1 0.3 0.4
-0.1 0.5 -0.1
-0.2 0.3 -0.2
-0.3 -0.3 -0.2
0.0 0.1 -0.7
-0.1 0.0 -0.1
0.1 -0.2 0.1
-0.1 0.1 0.2
-0.1 -0.5 0.0
-0.3 -0.2 0.3
0.2 -0.1 0.0
0.1 0.3 -0.3
-0.1 0.2 0.3
0.0 -0.1 -0.2
-0.2 -0.2 0.0
0.0 0.3 0.1
0.2 -0.2 0.0
0.1 0.3 0.2
-0.2 -0.1 0.1
-0.3 0.0 -0.2
0.2 0.1 -0.1
0.0 -0.2 0.2
-0.2 0.2 -0.2
0.0 0.1 0.2
0.2 0.0 -0.2
-0.2 0.1 -0.2
-0.1 -0.2 0.1
0.0 0.2 0.2
-0.2 -0.3 -0.1
0.3 0.0 -0.1
0.0 0.2 0.2
-0.2 -0.2 0.0
0.1 0.2 0.2
-0.1 0.1 -0.3
0.1 -0.2 0.3
-0.3 0.1 -0.1
0.2 0.1 -0.1
-0.1 1.7 -0.5
0.3 -0.2 0.1
0.0 -0.2 -0.1
0.0 -0.3 0.0
0.2 0.0 0.1
-0.4 -0.4 0.3
0.2 1.4 1.3
-1.5 3.4 -0.1
-0.2 0.2 -0.1
-0.2 -0.3 -0.1
0.1 -0.3 0.0
0.2 -0.1 0.2
-0.1 0.3 0.0
-0.4 -0.6 0.1
-0.2 -0.3 0.0
0.7 0.1 -0.2
-1.0 -0.6 -0.3
0.2 0.5 0.1
0.9 0.5 -0.2
0.1 -0.1 0.2
-0.7 0.1 -0.4
0.1 -0.1 0.3
0.1 0.1 0.2
-0.1 0.1 0.0
0.1 0.0 0.0
0.1 0.1 -0.1
0.0 0.0 -0.1
0.3 0.0 0.1
-0.1 0.1 -0.2
-0.1 0.3 0.2
0.0 -0.2 0.2
0.1 0.2 0.3
0.2 0.1 -0.2
0.1 -0.2 0.2
0.1 -0.1 0.3
-0.2 0.2 0.3
-0.3 0.2 -0.2
0.0 -0.1 -0.3
0.2 -0.3 0.0

Results
**Frontier orbital gap (alpha / beta)**: 4.69 / 5.06 eV
**Charge**: +3
**HOMO energy (alpha / beta)**: -16.56 / -16.70 eV
**2S+1**: 1
**LUMO energy (alpha / beta)**: -11.87 / -11.64 eV

[2]
Computed, not measured: C28H50ClN4O6P3SeV as an isolated structure, with wB97M-V/def2-TZVPD.

Cartesian coordinates (Å):
1 V -1.274 0.476 -0.150
2 C -4.383 -2.042 -0.232
3 P -3.175 -0.979 -1.241
4 C -3.038 -2.196 -2.623
5 C -4.371 0.211 -2.024
6 C -3.694 1.294 -2.772
7 P -2.846 2.346 -1.635
8 C -2.137 3.757 -2.574
9 C -4.279 3.209 -0.806
10 H -4.011 -3.016 -0.096
11 H -5.263 -2.122 -0.855
12 H -4.660 -1.605 0.738
13 H -2.347 -2.973 -2.427
14 H -2.555 -1.689 -3.506
15 H -4.032 -2.584 -2.928
16 H -4.909 0.673 -1.189
17 H -5.107 -0.325 -2.641
18 H -4.524 1.715 -3.363
19 H -2.907 0.932 -3.427
20 H -2.882 4.201 -3.244
21 H -1.259 3.459 -3.150
22 H -1.813 4.504 -1.895
23 H -5.026 3.471 -1.595
24 H -3.931 4.175 -0.355
25 H -4.712 2.581 0.029
26 Cl 5.783 11.812 -1.263
27 C 2.497 2.301 -5.980
28 C 1.111 2.085 -6.061
29 C 0.236 1.413 -5.176
30 C 0.758 0.983 -3.911
31 C 2.035 1.486 -3.627
32 C 2.916 1.930 -4.641
33 C -0.172 0.544 -2.922
34 O -1.182 -0.072 -3.336
35 O 0.071 0.886 -1.733
36 H 0.578 2.423 -6.932
37 H -0.943 1.451 -5.309
38 H 2.272 1.542 -2.592
39 H 3.911 2.283 -4.283
40 O -1.447 1.666 1.427
41 Se -2.971 1.525 2.129
42 O -3.726 3.000 2.207
43 O -3.651 0.539 0.998
44 O -2.716 0.775 3.588
45 N -0.210 -0.755 0.802
46 P 1.116 -1.043 1.502
47 N 2.055 -2.388 1.000
48 C 2.323 -2.348 -0.506
49 C 1.634 -3.578 -1.160
50 C 0.284 -3.908 -0.475
51 C 0.458 -4.282 0.970
52 C 1.783 -3.717 1.523
53 N 2.271 0.161 1.271
54 C 3.693 -0.023 1.436
55 C 4.323 0.662 0.209
56 C 3.932 2.108 -0.001
57 C 2.812 2.500 0.976
58 C 1.710 1.490 1.079
59 N 0.879 -1.310 3.130
60 C -0.393 -1.787 3.634
61 C -0.735 -1.162 5.047
62 C 0.302 -0.173 5.537
63 C 1.576 -0.970 5.488
64 C 1.935 -1.399 4.022
65 H 3.438 -2.336 -0.659
66 H 1.841 -1.384 -0.811
67 H 2.367 -4.500 -1.090
68 H 1.469 -3.478 -2.244
69 H -0.284 -4.609 -1.040
70 H -0.313 -2.999 -0.437
71 H 0.483 -5.364 1.066
72 H -0.363 -3.901 1.557
73 H 2.593 -4.374 1.174
74 H 1.813 -3.770 2.623
75 H 3.919 -1.138 1.391
76 H 4.033 0.383 2.423
77 H 4.013 0.068 -0.662
78 H 5.410 0.498 0.276
79 H 3.606 2.324 -1.001
80 H 4.766 2.706 0.238
81 H 2.277 3.399 0.657
82 H 3.278 2.710 1.941
83 H 1.170 1.614 0.140
84 H 0.969 1.834 1.869
85 H -0.263 -2.881 3.708
86 H -1.222 -1.547 2.994
87 H -0.706 -1.963 5.796
88 H -1.764 -0.736 4.922
89 H 0.102 0.093 6.579
90 H 0.311 0.745 4.916
91 H 1.526 -1.863 6.106
92 H 2.521 -0.451 5.772
93 H 2.332 -2.464 4.079
94 H 2.706 -0.739 3.610

Force components x, y, z for each atom (eV/Å):
0.5 -0.3 0.8
0.1 2.0 0.0
-1.2 -0.9 0.1
-0.1 1.5 -1.7
-0.3 -1.3 1.4
-0.7 0.3 -2.0
0.1 1.2 1.9
-0.4 -0.9 -1.0
-0.1 0.3 0.3
0.8 -1.3 0.2
-0.4 0.0 -0.2
0.3 0.0 -0.5
0.5 -1.1 0.6
-0.8 -0.3 0.9
0.5 0.1 0.3
-0.1 -0.3 0.0
0.3 0.0 0.1
0.6 0.7 -0.1
-0.2 -0.2 -0.4
0.1 -0.1 0.0
-0.1 -0.1 -0.1
0.3 0.7 0.8
0.4 -0.3 0.6
-0.2 -1.0 -0.2
0.5 0.8 -1.1
0.0 0.1 0.0
-2.6 -2.6 4.8
-0.7 0.2 -2.1
-0.4 0.2 1.2
1.1 3.0 -3.4
-0.2 -0.9 -1.6
1.4 2.1 -0.5
-2.1 -1.2 0.3
0.9 0.3 0.7
-0.5 -0.1 1.4
0.0 0.3 -0.5
2.9 -0.4 -0.1
0.8 -0.3 0.6
-0.7 -0.5 -0.3
0.4 0.6 -0.9
-0.3 0.6 1.8
0.9 -1.6 0.0
-0.3 -0.2 0.0
-0.6 0.8 -1.5
-0.8 0.0 -1.2
0.8 -0.2 0.1
-0.2 0.6 -0.7
-0.5 -0.2 1.2
1.1 -1.5 -0.1
0.7 1.6 -0.2
0.8 -0.6 0.6
-0.2 -0.4 -0.4
-1.8 -1.3 0.6
0.2 -0.2 -0.5
0.9 -1.5 -0.1
-1.1 -0.1 1.0
0.3 0.8 0.0
-0.4 1.0 0.7
-1.8 0.7 -1.4
0.3 -0.2 1.3
-1.1 -0.4 -0.8
-0.1 0.2 -0.2
2.3 0.5 -1.1
1.6 -0.8 1.2
-1.0 0.1 -0.1
0.6 -0.8 -0.3
-1.3 1.5 0.0
0.2 0.4 0.3
-0.3 -0.8 -0.4
0.0 0.4 -0.4
0.0 -0.3 0.3
-0.4 0.1 0.2
0.0 0.1 0.1
-0.1 0.3 -0.4
-0.3 1.5 0.3
0.1 -0.2 -0.7
-0.1 0.0 0.2
-0.1 0.4 -0.1
0.0 -0.1 -0.6
1.0 1.0 0.0
0.5 0.3 0.1
-0.2 0.0 0.1
-0.1 -0.7 -0.1
0.9 -0.8 -0.6
-0.6 -0.1 0.2
0.0 0.1 -0.6
-0.5 0.0 -0.1
1.0 -0.3 0.5
-0.2 0.2 -0.2
0.2 -0.5 0.3
-0.3 -0.1 0.2
-0.9 0.0 0.4
0.0 0.9 0.0
0.2 -0.3 0.5

Results
**<S²>**: 3.7787
**Frontier orbital gap (alpha / beta)**: 5.89 / 3.94 eV
**Energy relative to the best compared isomer or geometry (same formula, charge and spin)**: 50.3 kcal per mole
**Charge**: -2
**HOMO energy (alpha / beta)**: -2.33 / -2.33 eV
**2S+1**: 4
**LUMO energy (alpha / beta)**: 3.56 / 1.61 eV

The records above give, respectively, electronic energy values of -107155.2156; -179515.3012 eV.